--- P ---
{
  "formula": "ClH14O7",
  "method": "the ωB97M-V functional and the def2-TZVPD basis",
  "species": ["Cl", "O", "H", "H", "O", "H", "H", "O", "H", "H", "O", "H", "H", "O", "H", "H", "O", "H", "H", "O", "H", "H"],
  "positions_angstrom": [[0.488, 0.208, -0.266], [2.873, -0.233, -0.682], [1.982, -0.446, -0.403], [3.380, -0.214, 0.130], [1.173, 0.024, 2.028], [0.818, 0.196, 1.156], [1.233, -0.929, 2.081], [-0.557, 2.115, -1.888], [-0.322, 1.541, -1.159], [-1.219, 1.626, -2.375], [-0.260, -2.157, -0.649], [-1.085, -2.038, -0.178], [0.084, -1.271, -0.758], [-1.820, -0.492, -1.960], [-2.062, -1.412, -1.857], [-1.220, -0.319, -1.235], [0.469, 2.059, 1.965], [0.501, 2.675, 1.233], [0.535, 1.196, 1.556], [-1.874, -0.836, 0.783], [-2.116, -0.854, 1.709], [-1.003, -0.438, 0.771]],
  "spin_multiplicity": 1,
  "homo_lumo_gap_ha": 0.3654,
  "total_charge": -1
}

=====

--- Q ---
{
  "formula": "ClH14O7",
  "method": "the ωB97M-V functional and the def2-TZVPD basis",
  "species": ["Cl", "O", "H", "H", "O", "H", "H", "O", "H", "H", "O", "H", "H", "O", "H", "H", "O", "H", "H", "O", "H", "H"],
  "positions_angstrom": [[-0.358, -0.286, 0.150], [-3.346, 0.556, -0.718], [-3.823, -0.035, -0.129], [-2.417, 0.515, -0.397], [-0.861, 2.302, 2.295], [-0.987, 1.532, 1.705], [-0.953, 1.957, 3.185], [2.085, -1.181, -1.800], [1.268, -0.992, -1.294], [2.071, -2.138, -1.909], [0.256, 1.693, -2.471], [1.099, 1.333, -2.770], [0.047, 1.166, -1.678], [2.717, 1.409, 0.067], [2.078, 0.690, -0.085], [3.535, 0.949, 0.277], [-0.671, -3.036, -1.573], [-0.778, -2.176, -1.117], [-1.476, -3.137, -2.089], [0.520, -0.448, 3.620], [-0.338, -0.410, 4.053], [0.332, -0.265, 2.678]],
  "spin_multiplicity": 1,
  "homo_lumo_gap_ha": 0.3692,
  "total_charge": -1
}

=====

--- R ---
{
  "formula": "ClH14O7",
  "method": "the ωB97M-V functional and the def2-TZVPD basis",
  "species": ["Cl", "O", "H", "H", "O", "H", "H", "O", "H", "H", "O", "H", "H", "O", "H", "H", "O", "H", "H", "O", "H", "H"],
  "positions_angstrom": [[-0.074, 0.268, -0.019], [-2.328, -1.045, 1.930], [-2.009, -1.174, 2.828], [-1.607, -0.560, 1.485], [2.985, 1.465, -0.278], [3.326, 0.890, -0.970], [2.129, 1.061, -0.048], [-0.239, -3.391, 0.056], [-0.666, -2.571, -0.230], [-0.409, -3.412, 1.003], [0.959, 0.417, -3.106], [1.122, 1.337, -2.873], [0.576, 0.053, -2.289], [1.964, -1.382, 2.337], [1.323, -0.852, 1.843], [2.293, -2.000, 1.677], [-1.363, 3.017, 1.229], [-1.286, 2.336, 0.540], [-0.525, 2.937, 1.694], [-2.454, 0.840, -2.252], [-1.794, 0.545, -1.602], [-1.920, 1.223, -2.955]],
  "spin_multiplicity": 1,
  "homo_lumo_gap_ha": 0.3782,
  "total_charge": -1
}

=====

Preferred: R; penalty for the next structure: 0.0105 hartree.

=====

--- P ---
{
  "formula": "C2H11NO4",
  "method": "the ωB97M-V functional and the def2-TZVPD basis",
  "species": ["C", "N", "C", "O", "H", "H", "H", "H", "H", "O", "H", "H", "O", "H", "H", "O", "H", "H"],
  "positions_angstrom": [[0.590, -2.188, 3.202], [0.243, -0.832, 3.054], [-1.047, -0.511, 2.763], [-1.189, 0.327, 1.829], [0.091, -2.653, 4.140], [0.259, -2.747, 2.323], [1.599, -2.282, 3.511], [0.867, -0.120, 2.742], [-1.892, -1.085, 3.432], [0.018, 0.919, -3.864], [0.519, 0.207, -3.399], [-0.499, 1.292, -3.126], [1.162, 1.600, 1.182], [0.287, 1.241, 1.255], [1.033, 2.568, 1.160], [-0.164, 0.190, -6.314], [0.683, 0.392, -6.084], [-0.531, 0.914, -5.789]],
  "spin_multiplicity": 1,
  "smiles": "CNC=O.O.O.O",
  "homo_lumo_gap_ha": 0.3864,
  "total_charge": 0
}

=====

--- Q ---
{
  "formula": "C2H11NO4",
  "method": "the ωB97M-V functional and the def2-TZVPD basis",
  "species": ["C", "N", "C", "O", "H", "H", "H", "H", "H", "O", "H", "H", "O", "H", "H", "O", "H", "H"],
  "positions_angstrom": [[-2.359, -0.535, -1.431], [-1.423, -0.386, -0.378], [-0.944, 0.818, 0.154], [-0.016, 0.893, 0.896], [-2.669, 0.544, -1.551], [-1.905, -1.098, -2.307], [-3.402, -1.017, -1.380], [-1.049, -1.022, 0.229], [-1.592, 1.696, 0.053], [4.365, -2.479, -0.451], [3.889, -1.682, -0.569], [5.142, -2.275, -1.027], [2.827, 0.009, -0.463], [3.191, 0.695, 0.069], [1.903, -0.102, -0.321], [-2.080, 2.378, 2.760], [-1.324, 1.984, 3.257], [-2.553, 1.577, 2.459]],
  "spin_multiplicity": 1,
  "smiles": "CNC=O.O.O.O",
  "homo_lumo_gap_ha": 0.3981,
  "total_charge": 0
}

=====

--- R ---
{
  "formula": "C2H11NO4",
  "method": "the ωB97M-V functional and the def2-TZVPD basis",
  "species": ["C", "C", "N", "O", "H", "H", "H", "H", "H", "O", "H", "H", "O", "H", "H", "O", "H", "H"],
  "positions_angstrom": [[-0.134, -0.078, 2.299], [-0.580, -0.050, 0.877], [0.113, 0.792, 0.022], [-1.529, -0.672, 0.419], [-1.060, -0.110, 2.905], [0.578, -0.823, 2.585], [0.175, 0.979, 2.470], [1.163, 0.800, 0.036], [-0.239, 0.863, -0.925], [2.905, 0.411, -0.181], [2.773, -0.535, -0.349], [2.950, 0.520, 0.778], [-2.600, 1.674, -1.717], [-3.074, 1.478, -0.899], [-2.653, 0.809, -2.145], [1.398, -1.972, -1.168], [0.738, -1.273, -1.006], [0.835, -2.464, -1.784]],
  "spin_multiplicity": 1,
  "smiles": "CC(N)=O.O.O.O",
  "homo_lumo_gap_ha": 0.3788,
  "total_charge": 0
}

=====

--- S ---
{
  "formula": "C2H11NO4",
  "method": "the ωB97M-V functional and the def2-TZVPD basis",
  "species": ["N", "C", "C", "O", "H", "H", "H", "H", "H", "O", "H", "H", "O", "H", "H", "O", "H", "H"],
  "positions_angstrom": [[0.612, -1.341, 0.487], [0.693, -1.316, -1.015], [0.298, 0.080, -1.372], [1.019, 0.851, -1.949], [1.234, -0.620, 0.844], [0.986, -2.236, 0.804], [1.711, -1.513, -1.337], [0.037, -2.099, -1.374], [-0.655, 0.430, -0.955], [2.112, 1.767, 0.605], [3.039, 1.971, 0.452], [1.720, 1.745, -0.281], [-2.808, -0.403, -0.589], [-2.376, -0.702, 0.218], [-3.723, -0.674, -0.476], [-1.571, 1.078, 1.922], [-1.695, 1.951, 2.301], [-0.634, 1.029, 1.713]],
  "spin_multiplicity": 1,
  "smiles": "NCC=O.O.O.O",
  "homo_lumo_gap_ha": 0.3982,
  "total_charge": 0
}

=====

Preferred: R; penalty for the next structure: 0.0308 hartree.

=====

--- P ---
{
  "formula": "C4H4O3",
  "method": "the ωB97M-V functional and the def2-TZVPD basis",
  "species": ["C", "C", "O", "C", "O", "C", "O", "H", "H", "H", "H"],
  "positions_angstrom": [[1.396, -0.681, 0.934], [0.449, 0.474, 1.011], [0.609, 1.551, 1.476], [-0.616, 0.316, -0.830], [-0.864, 0.174, 0.431], [-1.760, 0.286, -1.740], [-2.100, -0.718, -2.332], [1.559, -1.029, 1.957], [2.349, -0.326, 0.537], [1.015, -1.498, 0.321], [-2.144, 1.301, -1.985]],
  "spin_multiplicity": 1,
  "homo_lumo_gap_ha": 0.3382,
  "total_charge": 0
}

=====

--- Q ---
{
  "formula": "C4H4O3",
  "method": "the ωB97M-V functional and the def2-TZVPD basis",
  "species": ["O", "C", "C", "C", "O", "C", "O", "H", "H", "H", "H"],
  "positions_angstrom": [[-1.164, -1.843, 0.187], [-0.044, -1.348, 0.170], [0.206, 0.064, -0.092], [1.498, 0.479, -0.646], [1.845, 1.624, -0.842], [-0.779, 0.973, 0.176], [-1.929, 0.675, 0.734], [0.827, -1.980, 0.419], [2.161, -0.373, -0.915], [-0.661, 2.034, -0.036], [-1.960, -0.304, 0.845]],
  "spin_multiplicity": 1,
  "smiles": "O=CC(C=O)=CO",
  "homo_lumo_gap_ha": 0.3538,
  "total_charge": 0
}

=====

Preferred: Q; penalty for the next structure: 0.0886 hartree.